3 unconnected molecules or ions with the total composition C17H36F3N2O13P3S, computed with ωB97M-V/def2-TZVPD.

The structure (SMILES) is CC(=O)N(C)[N@H+]1[C@H](C)[C@@H](COC(F)(F)F)[C@@H](O)[C@@]1([PH2]=S)C(=O)[O-].COP(=O)(OC)OC.COP(=O)(OC)OC. Its largest force on an atom is 0.1542 hartree/bohr. The gap between HOMO and LUMO comes out at 6.25 eV.

```
75
Properties=species:S:1:pos:R:3:forces:R:3
H -2.21589 -0.34709 8.65911 0.0252 0.0464 -0.1070
H -0.70449 -0.70987 -1.69300 -0.5151 0.1267 -0.2440
H 3.07673 1.00910 -0.20329 1.1190 0.2992 -0.6929
S 2.87813 0.88283 -6.11926 -0.0653 -0.4289 -0.0317
C -0.82251 2.15545 4.54674 -0.5730 0.2203 -0.2595
H 0.27408 -0.40022 0.94448 -0.0130 0.1925 -0.2355
H -3.44890 0.00952 -1.15122 -0.0926 -0.2328 0.0011
C 0.40022 1.71900 7.55272 -0.1532 0.2125 0.2226
H 3.45033 -0.71776 -2.59356 0.1332 0.0286 0.2553
C 1.60393 2.05363 -3.11554 -0.6585 2.9347 0.4783
H -2.34713 -2.10561 8.61306 0.1884 -0.0634 -0.1722
C 5.14965 1.74442 -1.90777 0.0794 1.0875 1.2652
F -0.38818 2.46570 1.65693 0.5157 -0.1725 -0.0174
N 4.47256 0.89327 -2.85239 0.5770 0.7465 0.0294
H 3.54599 -2.01565 -0.85733 -0.0182 0.3297 0.0368
O -3.99785 -2.54440 -0.86262 0.4974 -0.5385 -0.9568
H 1.23549 1.28170 7.01222 0.0107 0.0432 0.0138
C 1.60328 -0.36354 -0.77154 -0.7580 -0.1709 0.2545
H 0.69668 -0.51760 -5.00354 0.2064 -0.1865 0.4662
C -5.78071 -4.53041 -1.32062 0.0239 -0.1233 0.6258
C -2.36338 -1.20271 8.00304 -0.4548 0.1556 0.4785
C 3.12608 0.12189 -0.83180 -2.9362 -2.3527 0.7018
H -3.32845 -1.13253 7.50212 0.1097 0.1145 -0.1421
O -0.28453 -0.42621 -2.51328 0.4202 0.0902 0.3059
H 5.62523 -0.87848 -2.84303 0.1801 0.1169 -0.3207
F -1.28363 3.10110 -0.18714 0.0890 -0.0428 0.0538
H 0.26524 2.75232 7.23114 0.0727 -0.0154 -0.0690
H 0.62748 1.71773 8.61856 -0.1149 -0.0821 -0.0044
H -3.07785 0.74884 -2.71576 0.1348 -0.2522 -0.1238
H -7.45420 -2.88345 -3.11958 0.0266 -0.0838 -0.0406
C 4.56851 3.09252 -1.50142 -0.3541 -0.1569 -0.1642
H 2.71509 -1.44915 -4.53915 -0.4076 0.1040 0.3293
C -3.69808 0.00725 -2.21251 -0.2632 0.7455 0.2200
O 2.41847 2.87317 -3.56950 1.2277 -1.3461 -0.1619
F 0.85657 3.14753 0.00518 0.3867 -0.2991 0.4663
O -5.01103 -4.09394 -2.43646 2.1248 0.2225 -2.9144
C 2.00004 0.55340 -3.01044 -1.3549 -0.7409 -1.0929
C -0.23640 2.44641 0.31301 -1.5013 0.8717 -1.0506
O -5.72478 -1.83253 -2.69692 0.4213 -0.5171 -0.8325
H -4.74034 0.28495 -2.35463 -0.0217 -0.1420 0.0521
C -6.63554 -2.39548 -3.64995 -0.2497 0.2058 0.1023
H 4.93328 -0.43004 -4.46181 -0.2248 0.2108 0.3272
H 6.27077 0.48110 -3.82052 -0.1958 -0.0695 0.2562
H 3.63788 2.94210 -0.93478 0.0204 0.1917 -0.4205
C 0.76205 0.35568 0.31415 -0.1641 0.1356 0.1436
O -2.36002 0.09786 5.42138 1.0104 -0.5221 -0.1766
H 1.46798 -1.44917 -2.58100 -0.1539 0.1755 0.1046
H 3.70967 -1.29464 0.73607 -0.0061 0.2472 -0.2342
N 3.30589 0.26530 -2.31457 0.2378 -0.4085 -1.0716
H 1.37821 0.95497 1.00315 0.1523 -0.3584 -0.2779
C 3.89394 -1.11362 -0.32938 1.1024 0.3195 -0.0332
H -7.04937 -1.58569 -4.25015 0.0951 0.0690 0.0802
H 4.98072 -1.06077 -0.48302 -0.1985 0.2136 0.1599
H -5.13044 -4.85589 -0.51179 -0.0147 0.1740 0.0493
C 5.36331 -0.05113 -3.52536 0.1181 -0.4899 0.1595
O -0.82152 0.99806 7.34950 0.8882 -0.4946 -0.2526
O -3.40583 -1.25896 -2.79969 0.9759 -2.8584 -2.2039
H -6.37306 -5.38247 -1.65601 0.1214 0.0674 -0.2549
H -6.45041 -3.74296 -0.97342 0.1291 0.0536 0.0298
O -0.26699 1.21133 -0.20377 0.6182 -0.3666 0.5002
H 5.26138 3.61751 -0.83808 0.1112 -0.4518 -0.1297
H 1.55712 -1.41034 -0.43930 0.4356 0.2895 0.0494
O 0.48418 2.37381 -2.69780 -0.5419 -1.5020 0.2182
O 6.18711 1.38653 -1.41067 0.2774 -0.3966 -0.5736
P 2.05061 -0.19893 -4.75587 0.6155 1.4170 -0.7404
H 4.35030 3.73212 -2.36158 -0.2631 -0.3964 0.0470
O -1.31370 -1.32377 7.04939 3.0566 -0.7036 -1.7978
C 1.07533 -0.44953 -2.25638 1.5988 0.1776 0.7356
O -0.13915 1.01419 5.06499 2.2213 -2.8283 0.5271
H -0.06575 2.83688 4.15894 0.1983 -0.2235 0.1136
P -1.01050 -0.01182 6.06327 -6.3181 4.3042 1.5867
H -6.15593 -3.11470 -4.30848 -0.0445 -0.0040 -0.0038
H -1.47817 1.86819 3.73068 -0.1334 -0.0281 0.1531
H -1.38978 2.66222 5.32842 -0.0570 -0.1530 0.0151
P -4.30508 -2.57851 -2.33162 -3.7328 3.2625 6.1899
```
Positions in Å, forces in eV/Å.



6 unconnected molecules or ions with the total composition C10H16Br2Cl12O, computed with ωB97M-V/def2-TZVPD.

The structure (SMILES) is ClC(Cl)Cl.ClC(Cl)Cl.ClC(Cl)Cl.ClC(Cl)Cl.C1CCOC1.BrCCBr. Its largest force on an atom is 0.0204 hartree/bohr. The gap between HOMO and LUMO comes out at 9.99 eV.

```
41
Properties=species:S:1:pos:R:3:forces:R:3
C 1.74803 1.32317 -1.07677 0.7362 -0.3278 0.3972
Cl -4.53192 1.24795 -4.20649 -0.5348 0.3472 -0.0599
Cl -0.37687 3.96599 3.78776 -0.1007 0.0165 -0.0721
H 2.65698 0.71570 -1.04137 -0.1128 -0.0869 -0.0366
H 1.91667 2.11312 -1.81048 -0.1520 0.0723 0.0214
H -0.75834 2.25864 -1.68936 -0.5786 -0.1587 -0.0104
Cl -1.67873 1.23879 -4.52992 0.2821 0.0587 -0.1130
C -0.57826 1.55843 -0.87092 0.9098 0.5205 0.0730
Cl 0.90604 -3.52260 -4.22848 0.0348 -0.0386 -0.1760
H 0.30434 0.31914 -2.40525 0.0821 0.0592 0.0105
H 2.96397 -3.27018 1.27293 -0.0335 0.0107 -0.0499
H -1.48272 1.13115 -0.45258 -0.0867 0.0043 -0.0640
Br -3.39508 -1.58774 1.30366 -0.0292 -0.0993 -0.0371
Cl -2.90705 -0.29272 -2.39367 -0.0545 -0.0825 0.0189
Cl 2.28163 -3.83435 -1.69049 0.0725 -0.0821 0.0321
H -0.73400 -1.94974 4.04956 -0.1345 -0.2804 -0.0439
Cl 5.10529 -2.60797 0.59654 -0.0507 -0.0326 -0.0187
H -1.27059 -2.78398 1.73612 -0.0218 0.0426 -0.0090
H 1.44590 1.07450 1.01878 0.0595 0.1027 0.0987
C -1.49339 -1.48887 3.41968 0.3442 0.0592 0.7195
C -2.04846 -2.45130 2.42155 0.1508 0.0043 -0.9018
H -2.24955 -1.06540 4.07398 -0.0779 0.1123 -0.1458
Cl 3.03549 -1.00438 1.83459 -0.0901 0.0850 -0.0042
C 1.13712 -2.86316 -2.62139 0.0444 0.0398 0.1913
C 1.42047 1.89568 0.29362 -0.0252 -0.2815 -0.4011
H 2.09964 2.67659 0.63083 -0.2774 0.2708 -0.0294
C -0.92138 4.46001 2.17114 0.3313 -0.0886 0.1409
H 1.56770 -1.87409 -2.70642 -0.0714 0.0756 -0.0491
Cl 0.07524 5.79802 1.58696 -0.0198 0.0078 -0.0442
C 3.71551 -2.61341 1.68913 0.2431 -0.1008 -0.0089
C -3.08189 0.30470 -4.04506 0.0462 -0.3155 0.1448
O 0.07809 2.36385 0.14874 0.0861 -0.2190 0.2335
Cl 4.17811 -3.25050 3.26833 -0.0370 -0.0185 0.0299
C 0.47589 0.54917 -1.35025 -0.6847 0.0732 -0.4316
Cl -0.40110 -2.73269 -1.77969 -0.1249 -0.1669 0.0530
H -2.52763 -3.33776 2.82379 -0.0322 0.1535 0.4158
Cl -2.61962 4.89304 2.17101 -0.1707 0.0235 0.0281
H 0.40168 -0.39887 -0.81578 0.2361 0.2079 0.2692
H -0.76306 3.61745 1.50767 -0.0402 0.0364 -0.0416
Br -0.51519 -0.02210 2.60302 -0.2665 0.0455 -0.0768
H -3.17899 -0.55328 -4.69502 0.1487 -0.0498 -0.0527
```
Positions in Å, forces in eV/Å.



C3HIN2O in the gas phase, computed with ωB97M-V/def2-TZVPD.

Its largest force on an atom is 0.0677 hartree/bohr. The gap between HOMO and LUMO (spin up / spin down) comes out at 6.73 / 7.03 eV.

```
8
Properties=species:S:1:pos:R:3:forces:R:3
C -0.49379 -0.44039 0.22152 -0.5725 -1.0231 -0.5140
N 0.48895 -1.25068 0.29241 1.2312 -1.5469 0.2464
N 0.25594 -2.50821 -0.11138 0.9377 0.6219 -0.1369
O -1.06474 -4.43486 -0.06504 -0.7768 -0.9439 0.1162
H -0.22949 0.46939 0.56934 0.6037 3.2277 1.1502
C -0.50544 -3.42657 -0.05081 0.0332 0.1001 -0.1368
I -3.25421 0.49179 0.02328 -0.3224 0.1800 0.1520
C -1.68486 -0.66765 -0.43137 -1.1341 -0.6157 -0.8770
```
Positions in Å, forces in eV/Å.



Calculated energy above the lowest of the compared OMol25 structures with the same formula, charge and spin, 57.28; 0.00; 82.77 kcal per mole (same order as the records).
Calculated M, 658.459; 737.481; 207.958 g/mol (same order as the records).